# 1
{"formula": "C50H63GeN3O2P2PdSe", "method": "wB97M-V/def2-TZVPD", "elements": ["Pd", "C", "C", "C", "P", "C", "C", "C", "C", "C", "C", "C", "C", "C", "N", "C", "C", "C", "C", "C", "C", "P", "C", "C", "C", "C", "C", "C", "H", "H", "H", "H", "H", "H", "H", "H", "H", "H", "H", "H", "H", "H", "H", "H", "H", "H", "H", "H", "H", "H", "H", "H", "H", "H", "H", "H", "H", "H", "H", "H", "H", "H", "H", "H", "C", "N", "C", "C", "N", "C", "C", "Se", "H", "H", "H", "H", "H", "H", "H", "H", "O", "C", "O", "C", "C", "Ge", "C", "C", "C", "C", "C", "C", "C", "C", "C", "C", "C", "C", "C", "C", "C", "C", "C", "C", "H", "H", "H", "H", "H", "H", "H", "H", "H", "H", "H", "H", "H", "H", "H", "H", "H", "H", "H"], "coordinates": [[-0.300, 0.201, -0.240], [-3.148, -1.916, -2.142], [-2.757, -2.424, -0.757], [-3.683, -1.900, 0.335], [-1.006, -1.998, -0.421], [0.003, -3.050, -1.547], [1.472, -2.949, -1.133], [-0.430, -4.504, -1.720], [-0.673, -2.495, 1.288], [-0.586, -3.811, 1.739], [-0.142, -4.100, 3.016], [0.251, -3.048, 3.836], [0.135, -1.737, 3.422], [-0.398, -1.423, 2.160], [-0.588, -0.113, 1.703], [-0.889, 0.936, 2.557], [-1.374, 0.779, 3.874], [-1.606, 1.870, 4.686], [-1.399, 3.172, 4.238], [-1.022, 3.350, 2.921], [-0.789, 2.266, 2.078], [-0.599, 2.411, 0.293], [-2.240, 3.050, -0.249], [-3.357, 2.156, 0.276], [-2.304, 3.143, -1.769], [0.594, 3.742, -0.165], [1.905, 3.536, 0.588], [0.093, 5.180, -0.044], [-4.177, -2.197, -2.377], [-2.500, -2.312, -2.924], [-3.074, -0.825, -2.174], [-2.797, -3.517, -0.740], [-3.676, -0.813, 0.376], [-3.393, -2.274, 1.318], [-4.708, -2.220, 0.136], [-0.099, -2.533, -2.510], [1.642, -3.368, -0.140], [1.801, -1.907, -1.104], [2.090, -3.495, -1.850], [-0.272, -5.080, -0.809], [0.177, -4.966, -2.499], [-1.473, -4.608, -2.020], [-0.852, -4.621, 1.073], [-0.065, -5.125, 3.354], [0.669, -3.254, 4.815], [0.484, -0.942, 4.063], [-1.587, -0.205, 4.260], [-1.969, 1.699, 5.692], [-1.569, 4.020, 4.888], [-0.929, 4.354, 2.527], [-2.339, 4.046, 0.196], [-3.186, 1.132, -0.053], [-4.320, 2.486, -0.121], [-3.410, 2.160, 1.365], [-2.166, 2.149, -2.198], [-1.535, 3.797, -2.186], [-3.277, 3.527, -2.085], [0.793, 3.527, -1.219], [1.780, 3.746, 1.653], [2.664, 4.215, 0.192], [2.262, 2.513, 0.482], [-0.140, 5.449, 0.986], [-0.791, 5.373, -0.652], [0.878, 5.861, -0.381], [5.097, 0.721, 3.316], [5.315, 0.476, 1.905], [6.524, 0.556, 1.243], [6.282, 0.257, -0.048], [4.930, 0.002, -0.165], [4.257, -0.375, -1.395], [4.327, 0.125, 1.043], [2.559, -0.120, 1.491], [6.055, 0.956, 3.775], [4.663, -0.162, 3.782], [4.405, 1.551, 3.447], [7.435, 0.822, 1.747], [6.943, 0.212, -0.894], [4.730, 0.147, -2.225], [3.220, -0.056, -1.330], [4.319, -1.453, -1.547], [1.761, 1.428, -1.889], [0.813, 1.182, -2.631], [-0.216, 0.473, -2.274], [0.813, 1.802, -4.024], [-0.451, 1.693, -4.870], [-0.593, 0.178, -6.091], [0.013, -1.581, -5.492], [-0.864, -2.662, -5.427], [-0.398, -3.945, -5.173], [0.955, -4.163, -4.957], [1.839, -3.094, -4.995], [1.371, -1.817, -5.274], [0.525, 0.545, -7.655], [0.756, -0.469, -8.587], [1.540, -0.247, -9.710], [2.119, 0.998, -9.916], [1.908, 2.015, -8.997], [1.116, 1.787, -7.878], [-2.467, 0.017, -6.608], [-2.894, 0.086, -7.931], [-4.242, -0.026, -8.249], [-5.181, -0.208, -7.245], [-4.772, -0.273, -5.919], [-3.425, -0.158, -5.608], [1.688, 1.414, -4.555], [1.053, 2.851, -3.827], [-0.528, 2.561, -5.532], [-1.336, 1.707, -4.239], [-1.920, -2.511, -5.618], [-1.092, -4.777, -5.148], [1.323, -5.164, -4.765], [2.897, -3.258, -4.831], [2.081, -1.000, -5.345], [0.324, -1.453, -8.432], [1.703, -1.046, -10.422], [2.735, 1.173, -10.788], [2.361, 2.986, -9.149], [0.964, 2.597, -7.174], [-2.170, 0.227, -8.726], [-4.558, 0.030, -9.283], [-6.231, -0.295, -7.493], [-5.501, -0.410, -5.130], [-3.117, -0.202, -4.568]], "forces_ev_per_angstrom": [[-1.1, -0.1, -0.5], [-0.1, 0.1, 0.0], [0.0, 0.0, 0.0], [0.0, 0.0, 0.0], [0.6, -0.1, 0.4], [0.0, 0.0, -0.1], [0.0, 0.1, 0.0], [0.0, 0.0, 0.0], [-0.1, 0.0, 0.0], [0.0, 0.0, 0.0], [0.0, 0.0, 0.0], [0.0, 0.0, 0.0], [-0.1, 0.0, 0.0], [0.0, 0.1, 0.0], [0.1, -0.2, 0.5], [0.1, 0.1, -0.1], [0.0, 0.0, -0.1], [0.0, 0.0, 0.0], [0.0, -0.1, 0.0], [0.0, 0.0, 0.0], [0.0, -0.1, 0.1], [0.3, 0.2, 0.2], [0.0, 0.0, 0.0], [0.0, 0.0, 0.0], [0.0, 0.0, 0.0], [0.0, 0.0, 0.1], [0.0, 0.0, 0.0], [0.0, 0.0, 0.0], [0.0, 0.0, 0.0], [0.0, 0.0, -0.1], [0.0, 0.0, 0.0], [0.0, 0.0, 0.0], [0.0, 0.1, 0.0], [0.0, 0.0, 0.0], [0.0, 0.0, 0.0], [0.0, 0.0, 0.0], [0.0, 0.0, 0.0], [0.0, -0.1, 0.0], [0.0, 0.0, 0.0], [0.0, 0.0, 0.0], [0.0, 0.0, 0.0], [0.0, 0.0, 0.0], [0.0, 0.0, 0.0], [0.0, 0.0, 0.0], [0.0, 0.0, 0.0], [0.0, 0.0, 0.0], [0.0, -0.1, 0.0], [0.0, 0.0, 0.0], [0.0, 0.0, 0.0], [0.0, 0.0, 0.0], [0.0, 0.0, 0.0], [0.0, -0.1, 0.0], [0.0, 0.0, 0.0], [0.0, 0.0, 0.0], [0.0, 0.0, -0.1], [0.0, 0.0, 0.0], [0.0, 0.0, 0.0], [0.0, 0.0, 0.0], [0.0, 0.0, 0.0], [0.0, 0.0, 0.0], [0.0, 0.0, 0.0], [0.0, 0.0, 0.0], [0.0, 0.0, 0.0], [0.0, 0.0, 0.0], [0.0, 0.0, 0.0], [0.0, 0.0, 0.0], [0.0, 0.0, 0.0], [0.0, 0.0, 0.0], [0.0, 0.0, 0.0], [0.0, 0.0, 0.1], [0.0, 0.0, 0.1], [0.2, -0.1, -0.1], [0.0, 0.0, 0.0], [0.0, 0.0, 0.0], [0.0, 0.0, 0.0], [0.0, 0.0, 0.0], [0.0, 0.0, 0.0], [0.0, 0.0, 0.0], [0.0, 0.0, 0.0], [0.0, 0.0, 0.0], [0.2, 0.1, -0.2], [-0.4, -0.4, 0.2], [0.4, 0.5, -0.5], [0.1, 0.0, 0.0], [0.0, -0.1, 0.1], [0.0, 0.0, -0.1], [0.0, 0.0, 0.1], [0.0, 0.0, -0.1], [0.0, 0.0, 0.1], [0.0, 0.0, 0.0], [0.0, 0.0, 0.0], [0.0, 0.0, 0.1], [0.0, 0.0, 0.0], [0.0, 0.0, 0.0], [0.0, 0.0, 0.0], [0.0, 0.0, 0.0], [0.0, 0.0, 0.0], [0.0, 0.0, 0.0], [0.0, 0.1, 0.0], [0.0, -0.1, 0.0], [0.0, 0.0, 0.0], [0.0, 0.0, 0.0], [0.0, 0.0, 0.0], [0.0, 0.0, 0.0], [0.0, 0.0, 0.1], [0.0, 0.0, -0.1], [0.0, 0.0, 0.1], [-0.1, 0.0, 0.1], [0.0, 0.0, 0.0], [0.0, 0.0, 0.0], [0.0, 0.0, 0.0], [0.0, 0.0, 0.0], [0.0, 0.0, 0.0], [0.0, 0.0, 0.0], [0.0, 0.0, 0.0], [0.0, 0.0, 0.0], [0.0, 0.0, 0.0], [0.0, 0.0, 0.0], [0.0, 0.0, 0.0], [0.0, 0.0, 0.0], [0.0, 0.0, 0.0], [0.0, 0.0, 0.0], [0.0, 0.0, 0.0]], "lowdin_charge": [0.690, -0.111, -0.530, -0.097, 1.035, -0.513, -0.112, -0.100, -0.303, -0.091, -0.095, -0.077, -0.080, -0.353, -0.152, -0.297, -0.037, -0.087, -0.102, -0.094, -0.304, 1.029, -0.525, -0.107, -0.109, -0.518, -0.123, -0.104, 0.084, 0.057, 0.068, 0.102, 0.052, 0.074, 0.083, 0.087, 0.077, 0.031, 0.076, 0.063, 0.059, 0.068, 0.090, 0.097, 0.105, 0.105, 0.102, 0.103, 0.095, 0.089, 0.104, 0.039, 0.083, 0.078, 0.054, 0.071, 0.084, 0.085, 0.076, 0.082, 0.005, 0.062, 0.061, 0.081, -0.054, -0.139, -0.054, -0.054, -0.117, -0.031, -0.693, 0.743, 0.087, 0.079, 0.083, 0.116, 0.118, 0.096, 0.026, 0.094, -0.041, -0.656, -0.214, -0.161, -0.257, 1.017, -0.264, -0.110, -0.096, -0.109, -0.087, -0.102, -0.270, -0.112, -0.087, -0.094, -0.090, -0.103, -0.271, -0.096, -0.088, -0.093, -0.086, -0.118, 0.106, 0.115, 0.066, 0.046, 0.093, 0.107, 0.104, 0.103, 0.102, 0.105, 0.101, 0.100, 0.101, 0.090, 0.095, 0.101, 0.100, 0.101, 0.086], "max_force_ev_per_a": 1.20, "e_above_lowest_ev": 0.0000, "lumo_energy_ev": 0.7, "homo_lumo_gap_ev": 7.261, "total_energy_ev": -205361.093, "homo_energy_ev": -6.594, "total_charge": 0}


# 2
{"formula": "C20H33NO14P4", "method": "wB97M-V/def2-TZVPD", "elements": ["C", "C", "C", "N", "P", "C", "C", "O", "P", "O", "O", "P", "C", "C", "C", "P", "O", "O", "O", "H", "H", "H", "H", "H", "H", "H", "H", "H", "H", "H", "H", "H", "H", "H", "H", "H", "H", "H", "H", "H", "H", "H", "H", "H", "O", "C", "C", "C", "O", "C", "O", "C", "C", "O", "H", "H", "H", "H", "O", "C", "C", "C", "O", "C", "O", "C", "C", "O", "H", "H", "H", "H"], "coordinates": [[-0.195, -5.665, 2.654], [-1.142, -5.139, 1.566], [-0.417, -4.755, 0.266], [0.059, -3.350, 0.416], [1.384, -2.800, -0.493], [1.211, -1.162, -1.407], [0.558, -0.003, -0.668], [-0.728, -0.361, -0.167], [2.292, -1.809, 1.388], [3.152, -0.545, 0.737], [1.069, -1.054, 2.242], [3.283, -4.029, -0.751], [4.396, -2.852, -1.623], [4.042, -4.456, 0.882], [5.264, -3.630, 1.319], [0.656, -3.897, -2.448], [0.897, -5.351, -2.528], [-0.888, -3.533, -2.794], [1.481, -3.193, -3.665], [-0.548, -5.336, 3.633], [0.821, -5.282, 2.555], [-0.215, -6.751, 2.686], [-1.681, -4.254, 1.914], [-1.898, -5.887, 1.335], [-1.131, -4.844, -0.544], [0.417, -5.445, 0.139], [0.337, -3.288, 1.393], [0.571, -1.337, -2.271], [2.199, -0.879, -1.769], [1.185, 0.454, 0.090], [0.395, 0.771, -1.431], [-0.849, 0.183, 0.617], [3.753, -0.238, 1.423], [0.191, -1.221, 1.872], [5.427, -3.169, -1.487], [4.110, -2.873, -2.672], [4.317, -1.819, -1.277], [3.294, -4.522, 1.669], [4.396, -5.478, 0.721], [5.448, -3.720, 2.386], [6.139, -3.989, 0.778], [5.145, -2.581, 1.053], [-1.319, -4.373, -3.011], [0.948, -2.516, -4.099], [-3.100, 5.359, -2.923], [-3.345, 4.190, -2.684], [-2.693, 3.405, -1.660], [-3.038, 2.118, -1.500], [-2.494, 1.325, -0.592], [-4.088, 1.454, -2.359], [-4.319, 0.279, -2.147], [-4.757, 2.247, -3.371], [-4.414, 3.533, -3.528], [-4.968, 4.337, -4.423], [-1.946, 3.888, -1.051], [-2.909, 0.446, -0.703], [-5.518, 1.769, -3.972], [-4.525, 5.202, -4.314], [-2.302, 5.626, 0.475], [-1.705, 6.173, 1.385], [-0.374, 5.813, 1.824], [0.178, 6.476, 2.850], [1.387, 6.220, 3.321], [-0.547, 7.589, 3.571], [0.036, 8.114, 4.501], [-1.869, 7.963, 3.118], [-2.420, 7.302, 2.089], [-3.620, 7.573, 1.603], [0.136, 5.014, 1.304], [1.526, 6.844, 4.061], [-2.374, 8.771, 3.628], [-3.763, 6.947, 0.867]], "forces_ev_per_angstrom": [[-0.7, 0.3, 0.4], [0.2, 0.1, -0.2], [-0.5, -0.1, 0.7], [0.7, -0.9, 0.1], [0.2, 1.6, -0.4], [-0.6, -0.3, 0.2], [-0.1, 0.5, -0.7], [0.8, -0.7, 0.7], [0.2, -0.4, 1.2], [-0.2, 0.1, -0.2], [-0.2, -0.1, -0.2], [-0.4, -1.0, -0.6], [-0.3, 0.6, 0.4], [0.7, 0.2, 0.2], [-0.3, 0.0, -0.4], [0.5, -1.1, -0.1], [-0.3, -0.2, 0.2], [0.0, 0.2, 0.0], [-0.2, 0.4, 0.1], [0.1, 0.0, 0.1], [0.1, -0.2, -0.1], [0.4, -0.1, -0.2], [-0.1, 0.0, 0.0], [0.0, -0.1, 0.0], [0.2, 0.1, -0.3], [-0.1, -0.1, -0.4], [-0.2, 0.3, 0.1], [0.1, -0.1, -0.1], [0.0, 0.0, 0.0], [0.0, -0.3, 0.2], [0.1, 0.1, 0.0], [-0.3, 0.1, -0.1], [0.2, 0.0, -0.1], [0.0, 0.2, -0.2], [0.0, -0.2, -0.2], [0.1, -0.1, -0.1], [0.1, 0.0, 0.1], [-0.2, 0.2, -0.1], [-0.2, -0.1, 0.0], [0.0, 0.0, 0.1], [0.1, 0.0, 0.1], [0.0, 0.1, 0.2], [-0.1, 0.1, -0.1], [0.1, 0.0, -0.1], [-0.1, 0.1, -0.1], [0.1, -0.1, 0.2], [0.1, 0.0, -0.1], [0.0, 0.2, 0.1], [-0.5, 0.5, -0.1], [-0.1, 0.1, -0.1], [0.1, 0.0, 0.1], [0.0, -0.1, 0.0], [-0.1, -0.1, 0.0], [0.0, 0.1, 0.0], [0.0, 0.0, 0.0], [0.1, -0.1, -0.1], [0.0, 0.0, 0.0], [0.0, 0.0, 0.0], [-0.1, 0.1, 0.1], [0.2, -0.1, 0.0], [0.0, -0.1, -0.1], [0.0, -0.1, -0.1], [0.0, 0.0, 0.1], [-0.2, 0.1, 0.0], [0.1, 0.0, 0.0], [0.0, 0.1, 0.1], [0.0, 0.1, 0.1], [0.0, 0.0, 0.0], [0.0, 0.0, 0.0], [0.0, 0.0, 0.0], [0.0, 0.0, 0.0], [0.0, 0.0, 0.0]], "lowdin_charge": [-0.098, -0.238, -0.279, -0.218, 0.518, -0.309, -0.301, -0.097, 0.747, -0.345, -0.350, 0.822, -0.324, -0.503, -0.183, 0.341, -0.364, -0.188, -0.194, 0.069, 0.058, 0.072, 0.105, 0.105, 0.089, 0.102, 0.024, 0.053, 0.083, 0.091, 0.120, 0.081, 0.045, 0.012, 0.036, 0.025, 0.015, 0.029, 0.056, 0.068, 0.066, 0.030, 0.075, 0.065, 0.102, -0.311, 0.066, -0.218, 0.089, -0.311, 0.112, 0.071, -0.236, 0.114, 0.110, 0.119, 0.135, 0.119, 0.096, -0.299, 0.075, -0.235, 0.121, -0.314, 0.108, 0.074, -0.232, 0.122, 0.135, 0.122, 0.136, 0.121], "max_force_ev_per_a": 1.62, "lumo_energy_ev": -1.6, "homo_lumo_gap_ev": 5.566, "total_energy_ev": -88585.860, "homo_energy_ev": -7.188, "total_charge": 0}